No. 1
The following is a DFT calculation (wB97M-V/def2-TZVPD) of a cluster of 2 separate species, C3H6O2S2 in total.

```
13
Properties=species:S:1:pos:R:3
C -1.0460 0.7024 1.8491
C 1.9351 -0.8141 -1.5578
C 0.7894 -1.3824 -1.3170
O 0.3463 0.4360 1.3442
O -0.6870 2.2247 -0.2756
S -2.3698 0.1196 0.9005
S -0.1034 2.0306 1.0512
H -1.0414 0.3206 2.7846
H 2.7881 -0.7158 -0.9412
H -3.4110 0.9826 1.2107
H 2.1826 -0.4515 -2.5572
H 0.4775 -1.8141 -0.3429
H 0.1395 -1.6387 -2.1486
```

* calculated total energy: -1064.6266 Ha
* ΔE to the lowest compared entry with this formula, charge and spin: 99.8 kcal per mole
* LUMO level: 0.41 eV
* frontier orbital gap: 0.37121 Eh
* spin multiplicity: 1


No. 2
The following is a DFT calculation (wB97M-V/def2-TZVPD) of a structure of composition C17H18Cl3FN3O10OsSSi.

```
55
Properties=species:S:1:pos:R:3
Os 0.2255 -0.4448 0.3191
Cl -5.0497 1.3288 -0.9570
C -3.3162 1.6709 -1.0693
Cl -2.7756 1.4520 -2.7254
Cl -3.0133 3.3630 -0.5719
C -2.5416 0.7886 -0.0313
O -2.9915 0.7155 1.0900
O -1.4715 0.2971 -0.5213
C -0.3472 -3.5212 2.4979
Si -1.4739 -2.0107 2.4162
C -2.7760 -2.3748 1.1379
C -2.2907 -1.8250 4.0908
N -0.5129 -0.5531 2.0341
C -0.3276 0.5764 2.8749
C 0.1401 0.3966 4.1764
C 0.3934 1.4899 4.9881
C 0.1790 2.7786 4.5187
C -0.2791 2.9625 3.2230
C -0.5205 1.8732 2.3988
H -0.9512 -4.3312 2.9410
H 0.4878 -3.3595 3.1846
H -0.4676 -4.0810 0.6094
H -3.1476 -3.3891 1.3177
H -2.3842 -2.3381 0.1197
H -3.6098 -1.6801 1.2203
H -3.0272 -2.6251 4.1977
H -2.8207 -0.8730 4.1589
H -1.5996 -1.8914 4.9310
H 0.3356 -0.6055 4.5337
H 0.7684 1.3320 5.9914
H 0.3784 3.6341 5.1499
H -0.4501 3.9634 2.8491
H -0.8930 2.0382 1.3965
O 0.2304 -3.9315 1.2580
S 0.4134 -2.0336 -1.2012
O -0.8159 -2.6590 -1.6347
O 0.6877 -0.6095 -1.7448
O 1.5878 -2.8584 -1.2457
F 3.2741 3.8240 3.3343
C 2.7979 3.5376 2.1141
C 3.1363 2.4096 1.4848
N 2.6485 2.0869 0.2375
C 3.1780 0.9052 -0.4570
C 3.2311 -0.2683 0.5212
O 4.2929 -0.6017 1.0045
O 2.0960 -0.8153 0.8373
C 1.7974 2.9363 -0.4448
O 1.3862 2.7328 -1.5618
N 1.4514 4.0801 0.2637
C 1.8917 4.5005 1.5108
O 1.5320 5.5517 1.9963
H 3.8073 1.6878 1.9332
H 4.1913 1.1086 -0.8014
H 2.5249 0.6952 -1.3013
H 0.8155 4.6980 -0.2211
```

* calculated total energy: -3834.2789 Ha
* total charge: -1
* ΔE to the lowest compared entry with this formula, charge and spin: 1.0 kcal per mole
* LUMO level (spin up / spin down): 1.37 / 1.36 eV
* frontier orbital gap (spin up / spin down): 0.27475 / 0.27477 Eh
* spin multiplicity: 1


No. 3
The following is a DFT calculation (wB97M-V/def2-TZVPD) of a structure of composition C37H43BN8SSbY.

```
92
Properties=species:S:1:pos:R:3
Y 0.1645 0.3560 -0.0948
C 0.6133 -3.8762 -0.9916
C 0.9300 -2.8640 0.0769
C 0.1379 -2.7700 1.2290
C 0.4896 -1.9324 2.2769
C 1.6271 -1.1294 2.1853
C 2.4002 -1.1775 1.0311
C 2.0572 -2.0512 -0.0043
H 0.5848 -4.8792 -0.5640
H 1.3616 -3.8695 -1.7824
H -0.3670 -3.7030 -1.4387
H -0.7318 -3.4107 1.3264
H -0.1176 -1.9045 3.1713
H 1.9106 -0.4860 3.0060
H 3.3099 -0.5944 0.9567
H 2.6989 -2.1253 -0.8734
B 2.0477 1.8221 -1.7145
N 1.6041 0.6789 -2.6744
C 1.8959 0.4726 -3.9608
C 1.2855 -0.7040 -4.3713
C 0.6282 -1.1646 -3.2411
N 0.8143 -0.3295 -2.2102
N 0.9126 2.8717 -1.5933
C 0.7786 4.1000 -2.0935
C -0.4366 4.6189 -1.6666
C -0.9881 3.6172 -0.8823
N -0.1713 2.5596 -0.8315
H 3.0764 2.3141 -2.0712
H 2.1460 1.3168 -0.5838
H 2.5236 1.1639 -4.5002
H 1.3236 -1.1589 -5.3458
H 0.0443 -2.0631 -3.1193
H 1.5477 4.5273 -2.7172
H -0.8545 5.5832 -1.8945
H -1.9290 3.6079 -0.3586
S -0.7855 0.8996 2.3005
Sb -1.5494 2.9048 3.2132
C -0.7799 2.8785 5.1396
C -0.8566 1.7007 5.8793
C -0.3535 1.6859 7.1703
C 0.2216 2.8322 7.7070
C 0.2951 4.0008 6.9631
C -0.2107 4.0326 5.6698
C -0.7897 4.6176 2.3341
C 0.5999 4.7286 2.3322
C 1.1869 5.8726 1.8124
C 0.3908 6.8939 1.3091
C -0.9923 6.7774 1.3124
C -1.5936 5.6339 1.8229
C -3.6256 2.6840 3.2034
C -4.0928 1.3983 3.4737
C -5.4595 1.1640 3.5003
C -6.3505 2.2007 3.2544
C -5.8825 3.4797 2.9944
C -4.5165 3.7311 2.9738
H -1.2953 0.8029 5.4599
H -0.4112 0.7808 7.7603
H 0.6133 2.8132 8.7154
H 0.7415 4.8899 7.3881
H -0.1621 4.9502 5.0962
H 1.2243 3.9397 2.7367
H 2.2646 5.9725 1.8142
H 0.8528 7.7904 0.9158
H -1.6076 7.5796 0.9253
H -2.6701 5.5559 1.8132
H -3.4045 0.5805 3.6522
H -5.8293 0.1709 3.7201
H -7.4157 2.0117 3.2754
H -6.5789 4.2888 2.8177
H -4.1763 4.7414 2.8048
C -2.3997 0.3933 -2.2632
N -3.7336 0.1305 -2.7496
C -4.7056 0.7359 -1.8367
N -4.5733 0.1912 -0.4818
C -3.2384 0.4435 0.0087
N -2.1724 -0.1676 -0.8750
C -2.4752 -1.6340 -0.9436
N -3.8064 -1.9052 -1.4310
C -3.9516 -1.3197 -2.7714
C -4.7799 -1.2607 -0.5399
H -2.2182 1.4671 -2.2239
H -1.6739 -0.0620 -2.9326
H -5.7124 0.5412 -2.2033
H -4.5481 1.8154 -1.8084
H -3.1291 0.0276 1.0074
H -3.0555 1.5184 0.0580
H -2.3573 -2.0490 0.0595
H -1.7447 -2.0933 -1.6118
H -4.9548 -1.5264 -3.1404
H -3.2312 -1.7827 -3.4476
H -4.6839 -1.6789 0.4632
H -5.7841 -1.4648 -0.9080
```

* calculated total energy: -2575.0449 Ha
* total charge: +2
* ΔE to the lowest compared entry with this formula, charge and spin: 13.0 kcal per mole
* LUMO level: -5.10 eV
* frontier orbital gap: 0.31624 Eh
* spin multiplicity: 1


No. 4
The following is a DFT calculation (wB97M-V/def2-TZVPD) of a cluster of 2 separate species, H3NOP in total.

```
6
Properties=species:S:1:pos:R:3
N 0.6983 -0.2747 0.0865
O 1.8177 0.3383 -0.0744
P -0.6561 0.7504 -0.1351
H 0.4093 -1.4730 -1.2485
H -0.7055 1.0145 1.1509
H -1.5636 -0.3555 0.2206
```

* calculated total energy: -472.9764 Ha
* total charge: -1
* ΔE to the lowest compared entry with this formula, charge and spin: 132.4 kcal per mole
* LUMO level (spin up / spin down): 5.07 / 5.09 eV
* frontier orbital gap (spin up / spin down): 0.26106 / 0.25776 Eh
* spin multiplicity: 1


No. 5
The following is a DFT calculation (wB97M-V/def2-TZVPD) of a cluster of 2 separate species, C3H12N2OS in total.

```
19
Properties=species:S:1:pos:R:3
N 0.4153 0.5722 -0.9812
C -0.0598 -0.2093 0.1327
C -0.1951 -1.6794 -0.2771
S 1.3019 -2.6516 0.0616
C -1.3573 0.3476 0.7700
N -1.1710 1.5727 1.5291
H 1.0245 1.3366 -0.7367
H -0.2992 0.9084 -1.6178
H 0.7175 -0.1422 0.8893
H -0.4020 -1.6977 -1.3368
H -1.0454 -2.1468 0.2292
H 1.7406 -2.6182 -1.2030
H -2.1013 0.5433 -0.0130
H -1.7547 -0.4309 1.4304
H -0.7826 2.2845 0.9117
H -0.5133 1.4159 2.2829
H -0.6467 4.2185 -0.5989
H -0.8596 3.5150 -1.9421
O -0.2388 3.5426 -1.1801
```

* calculated total energy: -704.3909 Ha
* total charge: -1
* ΔE to the lowest compared entry with this formula, charge and spin: 2.4 kcal per mole
* LUMO level (spin up / spin down): 2.84 / 2.83 eV
* frontier orbital gap (spin up / spin down): 0.07397 / 0.30011 Eh
* spin multiplicity: 2


No. 6
The following is a DFT calculation (wB97M-V/def2-TZVPD) of an isolated molecule of C15H30O4S.

```
50
Properties=species:S:1:pos:R:3
C 3.9301 -2.5517 0.3964
C 3.1392 -3.5352 -0.4604
C 2.0002 -4.2075 0.3096
C 0.7984 -3.3020 0.5957
C -0.1081 -3.1092 -0.6222
C -1.2120 -2.0738 -0.3897
C -2.2432 -2.5460 0.6332
C -3.4408 -1.6064 0.7768
C -3.0811 -0.2347 1.3676
C -3.0547 0.8761 0.3174
C -2.6551 2.2280 0.9117
C -1.1592 2.3453 1.1484
S -0.3357 2.6904 -0.4398
O -0.9040 3.8922 -0.9895
O -0.3603 1.5203 -1.2823
C 1.4285 3.0394 -0.0215
C 2.2755 1.9704 -0.6772
C 1.7430 0.6086 -0.2789
O 1.2434 0.3689 0.7936
O 1.9538 -0.3066 -1.2054
H 4.4158 -3.0746 1.2177
H 3.2893 -1.7835 0.8216
H 4.6972 -2.0624 -0.1996
H 3.8223 -4.3109 -0.8148
H 2.7493 -3.0269 -1.3447
H 1.6513 -5.0757 -0.2550
H 2.4013 -4.5747 1.2571
H 1.1358 -2.3320 0.9670
H 0.2128 -3.7607 1.3943
H 0.4854 -2.8046 -1.4894
H -0.5654 -4.0692 -0.8773
H -1.7189 -1.8819 -1.3382
H -0.7688 -1.1334 -0.0595
H -1.7685 -2.6565 1.6099
H -2.6102 -3.5310 0.3310
H -3.9105 -1.4705 -0.1993
H -4.1726 -2.0966 1.4230
H -3.8146 0.0364 2.1314
H -2.1109 -0.3010 1.8620
H -2.3622 0.6253 -0.4846
H -4.0523 0.9663 -0.1179
H -2.9362 3.0298 0.2250
H -3.1893 2.3863 1.8528
H -0.7079 1.4371 1.5347
H -0.9174 3.1975 1.7780
H 1.6498 4.0376 -0.3849
H 1.5049 2.9981 1.0614
H 2.2323 2.0451 -1.7629
H 3.3188 2.0419 -0.3582
H 1.5702 -1.1621 -0.9389
```

* calculated total energy: -1288.7143 Ha
* SMILES: CCCCCCCCCCCCS(=O)(=O)CCC(=O)O
* ΔE to the lowest compared entry with this formula, charge and spin: 0.9 kcal per mole
* LUMO level: 0.65 eV
* frontier orbital gap: 0.40521 Eh
* spin multiplicity: 1


No. 7
The following is a DFT calculation (wB97M-V/def2-TZVPD) of a structure of composition C4H10S.

```
15
Properties=species:S:1:pos:R:3
C -0.5631 -0.8246 2.8498
C 0.2216 -1.3446 1.6583
C -0.0358 -0.4421 0.4350
C 1.0129 -0.5270 -0.6540
S -0.2098 1.5132 -2.2640
H -0.1336 0.1013 3.2370
H -1.6349 -0.7630 2.6659
H -0.5126 -1.5021 3.7118
H -0.2080 -2.2996 1.3584
H 1.2912 -1.3183 1.8501
H -0.1980 0.6004 0.7504
H -1.0639 -0.5375 0.0604
H 0.8893 -1.3959 -1.2902
H 2.0220 -0.4030 -0.2676
H 0.8648 0.3644 -1.3302
```

* calculated total energy: -556.4491 Ha
* ΔE to the lowest compared entry with this formula, charge and spin: 83.4 kcal per mole
* LUMO level: -2.64 eV
* frontier orbital gap: 0.24604 Eh
* spin multiplicity: 1


No. 8
The following is a DFT calculation (wB97M-V/def2-TZVPD) of a structure of composition H4NaO10S2.

```
17
Properties=species:S:1:pos:R:3
Na 7.2834 -7.5472 -1.0295
S 7.8124 -10.0515 -3.6871
O 8.1212 -9.2828 -2.4298
O 7.8007 -9.1262 -4.8378
O 8.8597 -11.0941 -3.9143
O 6.4969 -10.6773 -3.5177
S 5.7781 -8.8302 1.2958
O 6.4763 -9.4779 0.1807
O 6.3046 -7.4454 1.3844
O 4.3322 -8.7900 1.0350
O 6.0305 -9.5758 2.5651
O 4.9420 -8.4983 -2.2929
H 4.6822 -7.9273 -3.0243
H 5.6179 -9.1148 -2.6743
O 7.0315 -5.4343 -2.2130
H 7.4175 -5.1737 -3.0562
H 6.8859 -4.6122 -1.7322
```

* calculated total energy: -1713.4468 Ha
* total charge: -3
* ΔE to the lowest compared entry with this formula, charge and spin: 0.0 kcal per mole
* LUMO level: 5.43 eV
* frontier orbital gap: 0.10577 Eh
* spin multiplicity: 1